Record 1
2 unconnected molecules or ions with the total composition C4H10NO3 at a distorted geometry. Source: the Open Molecules 2025 dataset; level of theory: wB97M-V/def2-TZVPD.

Net charge: -1

The geometry in XYZ format:
```
18
C4H10NO3 (wB97M-V/def2-TZVPD)
O 1.331 0.524 1.474
O -2.407 -1.808 -2.063
O 3.115 -0.816 2.513
N -0.752 2.030 0.011
C -0.398 0.504 -0.084
C -2.035 -1.009 -1.264
C 1.123 0.344 0.129
C -0.949 0.082 -1.477
H -1.133 1.017 -2.035
H 1.637 0.976 -0.594
H 2.398 -1.181 2.888
H -0.262 2.465 -0.769
H -0.369 2.404 0.740
H 1.149 -0.866 -0.074
H -0.986 0.076 0.732
H 2.354 -0.139 2.057
H -0.123 -0.418 -1.983
H -2.153 -1.264 -0.248
```



Record 2
2 unconnected molecules or ions with the total composition C4H10NO3 at a distorted geometry. Source: the Open Molecules 2025 dataset; level of theory: wB97M-V/def2-TZVPD.

Net charge: +1

The geometry in XYZ format:
```
18
C4H10NO3 (wB97M-V/def2-TZVPD)
O -1.632 -1.843 0.011
O 1.272 -1.432 -0.382
O 2.705 0.187 0.211
N -2.161 0.772 0.255
C -0.818 0.847 -0.358
C 2.307 -1.022 0.074
C 0.346 0.891 0.297
C 1.674 1.133 -0.235
H -2.788 1.157 -0.452
H -0.818 -2.042 -0.449
H -1.925 -2.678 0.218
H 1.722 1.129 -1.312
H 2.042 2.113 0.121
H -0.881 0.925 -1.416
H -2.297 1.319 1.054
H 0.467 0.681 1.307
H -2.288 -0.345 0.453
H 3.072 -1.793 0.603
```



Calculated orbital gap in order - 7.5; 10.6 eV